Entry 1:
Density functional theory data (ωB97M-V/def2-TZVPD) for a structure of composition C13H18Br2FeN6S2.

```
42
C13H18Br2FeN6S2 ωB97M-V/def2-TZVPD
Fe -1.27637 0.52435 -0.35072
C 2.62783 2.55083 -0.97006
C 1.29691 2.08926 -0.47440
N 0.28471 1.83664 -1.21345
N 0.32743 1.98246 -2.56011
C -0.77339 1.66588 -3.29050
N -0.72023 1.92173 -4.59046
S -2.15056 0.96892 -2.60348
C 1.03079 1.90220 0.97750
C 1.90743 2.34851 1.95102
C 1.56604 2.20170 3.28966
C 0.35668 1.61585 3.61435
C -0.46905 1.19613 2.58387
N -0.14692 1.32860 1.29895
H 2.86379 2.11084 -1.93949
H 3.41972 2.25228 -0.28894
H 2.65601 3.63935 -1.06359
H 1.13740 2.40291 -2.99693
H 0.05369 2.39708 -5.02791
H -1.50760 1.67585 -5.16896
H 2.83766 2.82292 1.67816
H 2.23582 2.55108 4.06327
H 0.04670 1.48893 4.64110
H -1.43209 0.74643 2.79514
Br -3.53839 2.01775 0.74723
C -4.64294 0.48567 0.36886
Br -3.52708 -1.07781 0.09115
H -5.18893 0.66566 -0.54921
H -5.29328 0.29942 1.21431
C 1.56490 -4.12716 -1.14877
N 0.70723 -3.85484 -0.00455
C 0.41628 -4.74024 1.01622
C -0.41116 -4.11152 1.87327
N -0.61144 -2.84299 1.36108
C 0.07205 -2.69279 0.20923
S 0.18342 -1.33940 -0.83149
H 1.87170 -5.16752 -1.10812
H 2.44244 -3.48461 -1.11481
H 1.01521 -3.94348 -2.06922
H 0.82565 -5.73390 1.03654
H -0.86661 -4.44391 2.78753
H -1.19143 -2.12909 1.76677
```

Calculated values
total energy: -218844.6978 eV
strongest force on any atom: 0.0059 hartree/bohr
molecular weight: 538.1 g/mol
E_HOMO (alpha / beta): -13.785 / -13.793 eV
spin multiplicity: 5
net charge: +2

***

Entry 2:
Density functional theory data (ωB97M-V/def2-TZVPD) for a structure of composition C13H18ClGaS3 in a non-equilibrium geometry.

```
36
C13H18ClGaS3 ωB97M-V/def2-TZVPD
Ga -0.04290 1.08248 -0.62793
C 1.22179 -1.38092 1.34748
C 1.10098 -2.15706 0.05080
S -0.11568 -1.42412 -1.10022
C 0.77602 -1.36160 -2.68980
C 2.11045 -0.64018 -2.69516
S 1.98063 1.11473 -2.19850
C 3.28225 1.29644 -0.92811
C 3.28248 0.33110 0.24562
S 1.72735 0.36384 1.20194
H 0.25659 -1.32205 1.85447
H 1.92038 -1.87776 2.02007
H 2.05118 -2.25671 -0.46828
H 0.73064 -3.15718 0.27513
H 0.90392 -2.39408 -3.01521
H 0.06936 -0.88322 -3.36992
H 2.85551 -1.12249 -2.06705
H 2.48867 -0.63721 -3.71766
H 4.23432 1.22378 -1.45529
H 3.16772 2.32863 -0.59392
H 3.48976 -0.69510 -0.04973
H 4.06677 0.64596 0.93354
Cl -2.44161 1.05101 -1.59844
C -2.99219 0.79552 0.04313
C -4.10368 0.01607 0.29151
C -4.48348 -0.18927 1.60967
C -3.72622 0.34249 2.64618
C -2.60042 1.10346 2.37428
C -2.22683 1.37697 1.05829
C -1.07495 2.25217 0.72589
H -4.67037 -0.41388 -0.52383
H -5.37526 -0.76389 1.81757
H -4.02057 0.17132 3.67260
H -2.01809 1.52741 3.18307
H -0.46033 2.51260 1.58175
H -1.36423 3.14076 0.16608
```

Calculated values
total energy: -111162.6767 eV
strongest force on any atom: 0.0238 hartree/bohr
molecular weight: 375.7 g/mol
E_HOMO: -15.031 eV
net charge: +2

***

Entry 3:
Density functional theory data (ωB97M-V/def2-TZVPD) for a structure of composition C13H18ClO9P2S3Ti in a non-equilibrium geometry.

```
47
C13H18ClO9P2S3Ti ωB97M-V/def2-TZVPD
Ti 0.36186 -0.47232 0.28310
C 3.00531 -2.68610 0.16521
C 2.71419 -2.64002 -1.32989
S 1.06200 -2.00018 -1.70053
C 1.34995 -0.77507 -2.98979
C 2.28233 0.36602 -2.61468
S 1.82067 1.20709 -1.07868
C 3.37794 1.28952 -0.18291
C 4.00654 -0.05098 0.16736
S 2.83566 -1.11012 1.03191
H 2.30663 -3.34587 0.67963
H 4.00813 -3.07531 0.34167
H 3.44440 -2.04023 -1.86933
H 2.77294 -3.65154 -1.73174
H 1.72027 -1.28518 -3.87934
H 0.35326 -0.39368 -3.21319
H 3.31087 0.02529 -2.50759
H 2.26629 1.11115 -3.40951
H 4.06561 1.90111 -0.76828
H 3.13463 1.85601 0.71764
H 4.37056 -0.56754 -0.71809
H 4.86308 0.10908 0.82176
O -1.03042 1.72506 3.34585
P -0.34327 0.41419 2.85218
O 0.43766 -0.36351 3.81572
O 0.39769 0.88072 1.52679
O -1.54666 -0.48841 2.22200
P -1.34147 -2.09493 1.90026
O -1.12292 -2.75916 3.29276
O -2.40370 -2.61787 1.06939
O 0.11568 -2.00979 1.21438
H -1.26691 1.72394 4.28799
H -0.42918 -2.29695 3.80973
Cl -6.72836 2.93458 0.93385
C -5.23343 2.35158 0.28678
C -4.84586 1.04728 0.55341
C -3.64446 0.58616 0.04352
C -2.85364 1.43135 -0.73048
C -3.26556 2.73281 -1.00772
C -4.45757 3.20174 -0.49127
C -1.57501 0.97840 -1.30170
O -0.95407 1.51381 -2.17162
O -1.08016 -0.20990 -0.72774
H -5.48150 0.40460 1.14579
H -3.34084 -0.43595 0.22718
H -2.64514 3.36942 -1.62388
H -4.79403 4.20971 -0.68792
```

Calculated values
total energy: -118927.6784 eV
strongest force on any atom: 0.0342 hartree/bohr
molecular weight: 559.7 g/mol
E_HOMO: -11.704 eV
net charge: +1

***

Entry 4:
Density functional theory data (ωB97M-V/def2-TZVPD) for a structure of composition C13H18F3NO4S in a non-equilibrium geometry.

```
40
C13H18F3NO4S ωB97M-V/def2-TZVPD
C 3.88141 3.02577 -1.01681
H 4.60630 2.54918 -1.42194
H 3.45889 3.83659 -1.66388
H 4.11602 3.49453 -0.13483
C 2.59801 2.30217 -1.04275
C 2.29480 1.54306 -2.26593
H 1.99866 2.26568 -2.91623
H 2.91179 0.95937 -2.82691
S 0.85208 0.22333 -2.04608
O 0.59922 -0.31684 -3.18499
O 1.27626 -0.78103 -0.84516
N -0.45102 1.13212 -1.58279
C -1.09650 1.08674 -0.38799
C -1.34546 1.70686 0.78371
C -2.08716 1.39747 1.77051
C -2.28119 0.01686 2.00839
C -2.10035 -0.70512 0.98467
C -1.43677 -0.42481 -0.18425
O -1.47182 -1.20948 -1.25919
C -1.38843 -2.65730 -1.24046
C -0.43643 -3.28233 -0.56639
O -0.77495 -3.74153 0.84619
C 0.06614 -4.16941 1.74845
H -0.28620 -4.33738 2.72502
H 0.62755 -3.41746 1.69635
H 0.44558 -4.97532 1.38963
H -0.02899 -4.05576 -0.99220
H 0.36716 -2.75206 -0.36952
H -1.22117 -2.87211 -2.34774
H -2.41415 -2.83811 -0.88440
H -2.59040 -1.95948 1.05756
H -2.99748 -0.24594 2.76411
C -2.29391 2.33652 2.98676
F -2.65448 1.92973 4.03569
F -3.16162 3.31186 2.54848
F -1.26389 2.91800 3.34619
H -1.12735 2.85038 0.56140
H 0.00301 2.14382 -1.35351
H 2.90258 1.23179 -0.24997
H 1.90427 2.47964 -0.46918
```

Calculated values
total energy: -42425.0011 eV
strongest force on any atom: 0.3752 hartree/bohr
molecular weight: 341.4 g/mol
E_HOMO: -8.211 eV
net charge: 0

***

> strongest force on any atom of number 4 (C13H18F3NO4S)?

0.3752 hartree/bohr